A molecular structure, C20H27FeN2O3 at a distorted geometry, computed with wB97M-V/def2-TZVPD.

Values from the calculation:
E_tot: -2376.763852 hartree
Net charge: +1
Multiplicity: 5
M: 399.29 g mol⁻¹

Element x y z (Å)
O1 1.1131 -2.6170 1.9866
C1 0.9611 -1.5578 1.5154
Fe1 0.8455 0.0954 0.9871
C2 1.8804 0.6916 2.2950
O2 2.6433 0.8109 3.1641
C3 2.0186 -0.0963 -0.2581
O3 3.0705 -0.3396 -0.7010
C4 -2.0693 0.0062 2.8840
C5 -2.2510 -0.8544 1.5666
C6 -1.1469 -0.6498 0.5307
C7 -0.9055 0.6959 0.1155
C8 -0.8313 1.6074 1.2329
C9 -1.2230 1.1949 2.5145
H1 -1.3776 -0.6348 3.4543
H2 -2.2796 -1.9197 1.8567
H3 -3.2357 -0.6262 1.1083
H4 -1.1078 -1.4841 -0.1909
H5 -0.7448 0.9920 -0.9167
H6 -0.4910 2.6342 1.0483
H7 -0.7598 1.6986 3.3755
C10 -2.9214 5.7614 7.1341
N1 -3.2408 4.4516 6.6212
C11 -2.5545 4.1526 5.3946
C12 -3.1228 2.8866 4.7789
N2 -3.0510 1.7564 5.7067
C13 -2.9260 0.5200 5.2323
C14 -3.2725 0.1657 3.7639
C15 -4.1100 -1.1514 3.7865
C16 -3.4036 -2.2921 4.5181
C17 -3.1173 -1.9675 5.9759
C18 -2.4892 -0.5796 6.1608
C19 -3.5815 2.0561 7.0773
C20 -3.1307 3.4085 7.6171
H8 -3.6011 6.0100 7.9561
H9 -1.8863 5.8493 7.5090
H10 -3.0535 6.4971 6.3341
H11 -2.7454 4.9857 4.7042
H12 -1.4548 4.0543 5.5299
H13 -4.1807 3.0633 4.5123
H14 -2.5490 2.6629 3.8728
H15 -3.9504 0.9362 3.3591
H16 -5.0339 -0.8982 4.3202
H17 -4.3981 -1.4835 2.7788
H18 -4.0354 -3.1874 4.4743
H19 -2.4636 -2.5564 4.0122
H20 -4.0366 -2.0549 6.5716
H21 -2.4332 -2.7195 6.3875
H22 -1.4018 -0.6951 5.9919
H23 -2.5998 -0.3078 7.2184
H24 -4.6835 2.0911 7.0342
H25 -3.2959 1.2979 7.8133
H26 -2.0987 3.3352 8.0281
H27 -3.7881 3.7098 8.4491

Atom charges from the Löwdin analysis, given in e for atoms 1 to 6: 0.139 -0.169 0.180 -0.119 0.129 -0.155

=====

A molecular structure, C20H27IN6Ru, computed with wB97M-V/def2-TZVPD.

Values from the calculation:
E_tot: -1497.827802 hartree
Net charge: +4
Multiplicity: 5
M: 579.45 g mol⁻¹

Element x y z (Å)
Ru1 0.2513 -0.2535 -0.2872
C1 3.9011 0.6026 -2.4608
C2 2.6260 0.6115 -1.7186
N1 2.0688 -0.4579 -1.2321
C3 2.7120 -1.7779 -1.3032
C4 1.9533 -2.7288 -0.3907
N2 0.5181 -2.4764 -0.6319
C5 -0.4533 -3.3173 0.0910
C6 -1.8755 -2.9018 -0.3431
N3 -1.8212 -1.7178 -1.2094
C7 -3.0204 -0.8802 -1.2998
C8 -2.9960 0.2170 -0.2417
N4 -1.6857 0.8567 -0.2796
C9 -1.5484 2.1404 -0.2389
C10 -2.6322 3.1135 0.0264
C11 -0.1900 2.6183 -0.6062
C12 0.1823 3.9362 -0.8253
C13 1.4399 4.1999 -1.3644
C14 2.2865 3.1477 -1.7088
C15 1.8754 1.8517 -1.4426
N5 0.6760 1.6248 -0.8685
H1 3.9742 -0.2634 -3.1215
H2 4.7475 0.5356 -1.7622
H3 4.0416 1.5021 -3.0547
H4 3.7577 -1.7142 -0.9964
H5 2.6975 -2.1376 -2.3380
H6 2.1902 -2.5486 0.6585
H7 2.2164 -3.7642 -0.6218
H8 0.3744 -2.6186 -1.6307
H9 -0.3152 -3.1885 1.1643
H10 -0.2650 -4.3733 -0.1205
H11 -2.4943 -2.6869 0.5265
H12 -2.3684 -3.7220 -0.8760
H13 -1.5298 -1.9762 -2.1504
H14 -3.9245 -1.4809 -1.1596
H15 -3.0577 -0.4348 -2.2929
H16 -3.1937 -0.1902 0.7505
H17 -3.7959 0.9207 -0.4716
H18 -3.4419 2.6961 0.6195
H19 -3.0565 3.4667 -0.9240
H20 -2.2562 4.0024 0.5323
H21 -0.4892 4.7560 -0.6067
H22 1.7505 5.2223 -1.5466
H23 3.2424 3.3482 -2.1751
I1 2.6408 0.4555 1.9450
C16 0.8335 -0.0545 2.9019
C17 0.7064 0.0668 4.2700
C18 -0.5228 -0.2555 4.8344
C19 -1.5512 -0.7025 4.0161
C20 -1.3156 -0.8144 2.6579
N6 -0.1404 -0.4847 2.0961
H24 1.5376 0.3944 4.8803
H25 -0.6652 -0.1674 5.9047
H26 -2.5177 -0.9763 4.4172
H27 -2.0777 -1.2208 2.0088

Atom charges from the Löwdin analysis, given in e for atoms 1 to 6: 1.557 0.055 -0.239 -0.100 -0.146 -0.149